# 1
2 unconnected molecules or ions with the total composition C4H12, computed with ωB97M-V/def2-TZVPD.

Geometry as XYZ:
```
16
Properties=species:S:1:pos:R:3:forces:R:3
C 1.00035 1.96635 1.49629 -0.198 -0.381 -0.040
C 1.56122 0.92060 0.51260 0.258 0.569 0.196
H 0.87799 2.93270 1.00874 0.136 0.052 0.073
H 0.01602 1.68509 1.87878 0.070 -0.004 -0.028
H 1.66810 2.08212 2.35000 -0.110 0.084 0.028
H 2.64199 0.86720 0.64581 0.015 -0.193 -0.091
H 1.14533 -0.07790 0.62963 -0.030 0.031 0.092
H 1.39950 1.25599 -0.50621 -0.135 -0.171 -0.236
C -1.69042 -0.81656 -0.85813 0.254 0.047 -0.350
C -0.88586 -2.08904 -1.11635 0.037 0.103 -0.235
H -2.15416 -0.48310 -1.78879 -0.302 -0.157 0.106
H -2.45121 -1.01015 -0.10859 -0.154 0.220 0.071
H -1.08092 0.03665 -0.55322 0.105 -0.208 0.231
H -0.19518 -2.33664 -0.31385 -0.026 0.033 0.181
H -0.29201 -1.99658 -2.02754 0.009 -0.020 0.021
H -1.56075 -2.93671 -1.24917 0.070 -0.003 -0.019
```
Forces are in eV/Å.

Summary:
energy = -4342.4077 eV
Kohn-Sham gap = 0.4769 hartree
E_HOMO = -11.83 eV
net charge = 0
energy relative to the best compared isomer or geometry (same formula, charge and spin) = 2.8 kcal/mol
SMILES string = CC.CC

# 2
A single C20H25O5P molecule, computed with ωB97M-V/def2-TZVPD.

Geometry as XYZ:
```
51
Properties=species:S:1:pos:R:3:forces:R:3
C -2.93579 -2.56282 -5.73200 0.083 0.169 0.423
C -2.39920 -2.05771 -4.40230 0.077 -0.093 -0.187
O -3.48699 -1.54711 -3.65270 -0.057 0.018 -0.241
C -3.18440 -1.21822 -2.32338 0.099 0.229 0.339
C -2.33456 0.05956 -2.20153 -0.124 -0.165 -0.300
O -2.35298 0.63393 -0.90803 -0.087 0.061 0.018
C -1.78854 -0.13164 0.13275 0.109 -0.074 0.289
C -0.29476 -0.43070 -0.04922 -0.368 0.068 -0.139
C 0.48332 0.83300 -0.40819 0.414 0.139 0.295
C 1.32959 0.67515 -1.67210 -0.324 -0.107 0.142
O 1.26618 -0.30358 -2.36839 0.129 0.020 -0.148
O 2.10968 1.69866 -1.97795 0.316 0.195 -0.352
P 1.51249 1.52536 0.96366 -0.562 -1.046 0.199
O 2.09740 2.82395 0.56380 0.225 0.743 -0.391
C 0.36850 1.66483 2.36761 0.415 -0.069 -0.377
C -0.33398 2.85708 2.48054 0.028 0.076 -0.080
C -1.24929 3.02571 3.50331 -0.077 0.029 0.025
C -1.46112 2.00204 4.41300 -0.014 0.008 0.021
C -0.75351 0.81509 4.30574 -0.061 -0.104 0.077
C 0.16264 0.64194 3.28372 0.029 -0.020 -0.021
C 2.77248 0.30085 1.43731 -0.540 0.382 -0.088
C 3.50903 0.62126 2.57232 -0.006 0.032 0.034
C 4.53275 -0.20752 2.98993 0.031 0.050 0.074
C 4.82432 -1.35593 2.26969 0.001 -0.023 -0.028
C 4.09721 -1.66943 1.13366 0.049 -0.106 -0.049
C 3.06887 -0.84286 0.71109 -0.065 0.024 0.003
H -3.67360 -3.34228 -5.56310 -0.060 -0.099 -0.017
H -2.12266 -2.96065 -6.33235 0.065 -0.047 -0.103
H -3.41231 -1.74757 -6.26860 -0.037 0.068 -0.111
H -1.92057 -2.87865 -3.84582 -0.010 0.103 -0.015
H -1.64515 -1.27752 -4.57295 -0.027 -0.093 0.053
H -2.67556 -2.06372 -1.83371 -0.095 0.039 -0.005
H -4.14848 -1.04879 -1.83478 0.138 -0.019 0.079
H -2.76979 0.82569 -2.84838 0.068 -0.131 -0.045
H -1.30654 -0.13540 -2.52893 -0.040 0.046 0.000
H -1.93545 0.48625 1.02445 0.004 -0.145 -0.008
H -2.33495 -1.07346 0.27291 0.047 0.077 0.033
H -0.15442 -1.16256 -0.84929 0.079 0.043 0.125
H 0.07903 -0.87127 0.87649 -0.043 -0.129 0.004
H -0.22971 1.64497 -0.62988 0.182 -0.069 0.073
H 2.15370 2.36690 -1.26172 -0.069 0.008 0.210
H -0.14151 3.64562 1.76710 -0.012 0.109 -0.028
H -1.79636 3.95220 3.59257 -0.037 0.074 0.004
H -2.17565 2.13076 5.21227 -0.056 0.012 0.069
H -0.91532 0.02290 5.02165 -0.014 -0.058 0.059
H 0.72464 -0.27821 3.20438 0.039 -0.073 0.025
H 3.26863 1.52831 3.11158 0.076 0.024 0.117
H 5.10478 0.04044 3.87156 0.043 0.023 0.065
H 5.62480 -2.00486 2.59238 0.062 -0.056 0.025
H 4.33168 -2.55953 0.56935 0.023 -0.072 -0.043
H 2.51141 -1.09047 -0.17950 -0.049 -0.075 -0.104
```
Forces are in eV/Å.

Summary:
energy = -40673.0179 eV
Kohn-Sham gap = 0.3634 hartree
E_HOMO = -9.39 eV
net charge = 0
energy relative to the best compared isomer or geometry (same formula, charge and spin) = 5.0 kcal/mol
SMILES string = CCOCCOCC[C@H](C(=O)O)P(=O)(c1ccccc1)c1ccccc1

# 3
A molecular structure, C9H10N, computed with ωB97M-V/def2-TZVPD.

Geometry as XYZ:
```
20
Properties=species:S:1:pos:R:3:forces:R:3
C 0.97399 -1.69926 0.18611 1.733 0.783 0.130
C 0.26506 -2.35044 1.00778 -0.653 -0.774 0.769
C -1.05187 1.13311 0.08807 1.875 2.402 -1.609
C 1.93446 -0.93532 -0.75705 -0.253 -2.533 -0.631
C 0.76637 0.04862 -1.05698 1.096 -0.389 -1.513
C -0.01430 -0.56548 0.05427 -0.622 0.641 -0.724
C 0.41143 0.86805 0.09796 0.575 0.202 1.823
C 1.33513 1.60921 1.00990 -1.604 -0.937 -1.723
C -2.69788 -0.69040 -0.03744 2.543 -2.896 1.400
N -1.37031 -0.06503 -0.04190 -3.291 -2.298 1.322
H -1.51800 2.08583 -0.10783 -0.927 -0.141 0.433
H 2.89800 -0.59922 -0.34542 -0.579 -0.011 -0.047
H 2.11001 -1.77847 -1.51361 -0.028 1.927 0.297
H 0.40648 0.32132 -2.02482 -0.045 -0.294 -0.731
H 0.79024 2.51412 1.10387 0.742 1.479 0.534
H 2.23970 1.56513 0.47874 1.576 0.979 0.028
H 1.34611 1.05100 1.88170 0.480 -0.555 2.125
H -3.35704 0.07796 -0.16561 -2.057 1.768 -0.378
H -2.79003 -1.18218 1.01409 -0.069 0.592 -2.081
H -2.67755 -1.40855 -0.87183 -0.494 0.054 0.578
```
Forces are in eV/Å.

Summary:
energy = -10969.4557 eV
Kohn-Sham gap = 0.3165 hartree
E_HOMO = -13.50 eV
net charge = +1
energy relative to the best compared isomer or geometry (same formula, charge and spin) = 201.2 kcal/mol

# 4
A single C9H10BrNS molecule, computed with ωB97M-V/def2-TZVPD.

Geometry as XYZ:
```
22
Properties=species:S:1:pos:R:3:forces:R:3
Br -0.68551 5.00363 2.07065 0.126 -1.099 -0.283
C -0.48108 3.13019 1.68305 -0.211 -0.769 0.467
C -0.73323 2.08014 2.54123 0.235 0.109 -1.545
C -0.50440 0.77566 1.92905 0.288 1.446 -0.028
C -0.02681 0.87561 0.64920 0.261 -0.378 0.069
C 0.39393 -0.31958 -0.19314 -0.790 2.031 0.547
C -0.05286 -1.69135 0.27548 1.047 -0.036 -0.416
N -0.22555 -2.44393 -0.97647 -0.660 -0.800 -0.377
C -0.53517 -1.53768 -2.11748 1.089 0.646 1.454
C 0.14805 -0.25734 -1.66448 0.434 0.296 -0.382
C 1.58344 -0.29846 -1.13202 -0.212 -0.718 -0.014
S 0.03459 2.57370 0.10999 0.045 -0.921 0.898
H -1.09320 2.20990 3.53485 -0.149 0.131 0.532
H -0.65702 -0.16421 2.45929 0.136 0.328 -0.180
H -0.98367 -1.64990 0.82763 -0.222 0.115 0.071
H 0.73822 -2.13460 0.93696 -0.794 0.011 -0.639
H 0.61740 -2.93047 -1.17498 0.548 -0.523 -0.194
H -1.60638 -1.37596 -2.20322 -0.124 -0.031 -0.037
H -0.12388 -1.82649 -3.08383 -0.102 -0.678 0.174
H -0.20703 0.66389 -2.09169 0.064 0.342 -0.062
H 2.15144 -1.24547 -1.18885 -0.473 0.480 -0.076
H 2.24874 0.56274 -1.19122 -0.535 0.019 0.021
```
Forces are in eV/Å.

Summary:
energy = -91861.5642 eV
Kohn-Sham gap = 0.3370 hartree
E_HOMO = -8.45 eV
net charge = 0
energy relative to the best compared isomer or geometry (same formula, charge and spin) = 1.1 kcal/mol
SMILES string = Brc1ccc([C@@]23CNC[C@@H]2C3)s1

# 5
A single C19H21N5O3S molecule, computed with ωB97M-V/def2-TZVPD.

Geometry as XYZ:
```
49
Properties=species:S:1:pos:R:3:forces:R:3
C 0.90014 2.33449 2.84083 0.176 -0.325 0.193
C 1.07482 1.19240 3.83702 -0.347 0.326 -0.063
O 2.34345 0.56871 3.74366 0.278 -0.147 -0.047
C 2.60061 -0.28647 2.72423 0.165 -0.183 -0.109
C 3.90058 -0.80315 2.68287 -0.118 0.089 0.060
C 4.27066 -1.69243 1.69670 0.020 0.103 0.095
C 3.37076 -2.07904 0.71658 -0.181 -0.038 -0.077
C 2.07884 -1.56601 0.74716 0.516 0.073 0.314
C 1.08906 -1.91177 -0.25493 -0.189 -0.213 -0.377
N -0.20864 -1.91955 -0.06837 0.457 0.205 0.975
N -0.80933 -2.23219 -1.22021 -0.084 -0.492 -0.755
C 0.12302 -2.38146 -2.13093 0.086 -0.022 -0.094
S -0.08167 -2.67732 -3.83576 0.010 -0.159 -0.225
C -1.81409 -2.15436 -4.06482 0.288 0.107 0.179
C -1.96258 -0.64774 -3.83994 -0.156 -0.349 -0.007
O -1.82715 0.14539 -4.74442 0.063 0.159 -0.224
N -2.24956 -0.35782 -2.55046 -0.320 -0.096 0.334
C -2.27714 0.88920 -1.91573 0.019 0.419 -0.135
C -2.24946 2.09959 -2.59322 0.025 -0.123 -0.256
C -2.25237 3.27616 -1.86039 -0.006 -0.069 0.224
C -2.28920 3.26004 -0.48163 0.009 -0.001 0.198
C -2.32989 2.04166 0.19971 0.002 0.076 -0.223
O -2.36467 2.11013 1.56167 0.022 0.233 -0.214
C -2.53629 0.91222 2.28149 -0.022 -0.153 0.094
C -2.32410 0.85885 -0.52172 -0.019 -0.015 0.265
N 1.35055 -2.20361 -1.57034 -0.943 0.212 0.298
N 2.58097 -2.32635 -2.20030 0.602 -0.237 -0.243
C 1.69109 -0.68109 1.75304 -0.064 0.112 0.108
H 1.66106 3.09230 3.00980 0.054 0.079 0.013
H -0.08165 2.78259 2.96304 -0.123 0.066 -0.027
H 0.99210 1.97940 1.81731 -0.048 0.021 -0.106
H 1.04345 1.58271 4.85805 -0.067 -0.114 -0.128
H 0.27616 0.44925 3.72784 0.073 0.016 0.055
H 4.59736 -0.49026 3.44405 0.087 0.040 0.091
H 5.27454 -2.08944 1.68573 0.087 -0.032 0.024
H 3.66027 -2.78869 -0.04209 0.027 -0.051 -0.048
H -2.02783 -2.39169 -5.10633 -0.016 0.047 0.099
H -2.43239 -2.74839 -3.39420 -0.055 0.003 -0.079
H -2.19968 -1.13957 -1.89365 0.038 0.141 -0.358
H -2.21661 2.11539 -3.66907 0.004 -0.016 -0.039
H -2.22653 4.22190 -2.38016 0.000 0.088 -0.041
H -2.29049 4.17278 0.09208 -0.012 0.119 0.077
H -3.48237 0.42551 2.02461 0.041 -0.002 0.000
H -1.71584 0.20954 2.10588 -0.007 -0.013 -0.014
H -2.55128 1.19765 3.33245 -0.008 -0.064 -0.043
H -2.33241 -0.10067 -0.02888 0.007 -0.094 0.112
H 3.15229 -1.50437 -2.01062 -0.274 -0.014 -0.100
H 2.42642 -2.41978 -3.20238 -0.005 0.174 0.194
H 0.67501 -0.32465 1.73476 -0.094 0.115 0.031
```
Forces are in eV/Å.

Summary:
energy = -44471.1618 eV
Kohn-Sham gap = 0.3165 hartree
E_HOMO = -8.15 eV
net charge = 0
energy relative to the best compared isomer or geometry (same formula, charge and spin) = 79.6 kcal/mol
SMILES string = CCOc1cccc(-c2nnc(SCC(=O)Nc3cccc(OC)c3)n2N)c1

# 6
A molecular structure, C37H47Cl2F5I2N3O5RuS2Si, computed with ωB97M-V/def2-TZVPD.

Geometry as XYZ:
```
105
Properties=species:S:1:pos:R:3:forces:R:3
Ru 1.88510 -1.10016 -1.02717 0.008 0.073 0.178
I 2.95454 -3.79727 0.37869 0.055 -0.071 0.068
C 4.40712 -4.02168 -1.15240 0.010 -0.005 0.000
I 3.95033 -2.92726 -2.91495 0.056 -0.098 -0.020
H 4.47853 -5.06955 -1.41428 -0.008 0.013 -0.007
H 5.34476 -3.63752 -0.77036 -0.011 0.005 -0.004
C -3.84636 -1.70033 0.70776 -0.014 0.028 0.019
C -2.52030 -0.95807 0.82376 -0.074 0.006 0.000
C -1.98424 -1.03140 2.24374 -0.024 0.020 -0.014
C -2.67262 0.49564 0.39598 0.012 0.012 0.025
O -1.52845 -1.59873 0.00486 0.152 -0.004 -0.051
Si -1.59716 -2.18309 -1.50074 0.004 -0.016 -0.014
S 0.40155 -2.51643 -2.19284 0.061 0.007 0.044
O -2.36018 -1.10762 -2.44831 -0.035 0.006 -0.016
C -2.99966 -1.23146 -3.72764 -0.009 0.017 -0.018
C -2.20907 -2.16430 -4.63692 -0.017 0.014 -0.009
C -3.02540 0.17611 -4.30664 -0.010 -0.049 -0.005
C -4.41362 -1.75372 -3.50420 0.016 0.000 -0.014
O -2.41714 -3.58792 -1.63754 -0.056 0.022 0.055
C -2.19445 -4.91249 -1.12954 0.034 -0.039 -0.034
C -1.31839 -4.88800 0.11785 -0.012 0.001 -0.023
C -3.57229 -5.47523 -0.80662 0.029 -0.008 -0.018
C -1.52853 -5.72314 -2.23620 -0.017 0.021 0.029
H -4.60228 -1.21217 1.32481 -0.008 0.005 0.007
H -3.74114 -2.73180 1.04536 0.015 -0.034 -0.004
H -4.19854 -1.70712 -0.32510 -0.011 0.002 -0.014
H -2.71871 -0.64081 2.94829 -0.018 0.013 0.016
H -1.07519 -0.43571 2.30985 0.067 -0.001 0.030
H -1.73578 -2.05719 2.51373 0.001 -0.030 0.007
H -3.39089 0.99433 1.04996 -0.015 0.024 0.009
H -3.02135 0.56499 -0.63396 0.002 -0.013 -0.010
H -1.71632 1.01489 0.47422 0.012 -0.006 0.002
H -1.18046 -1.81509 -4.73512 0.010 0.004 -0.006
H -2.66397 -2.18888 -5.62824 -0.010 -0.007 -0.015
H -2.19622 -3.17935 -4.23780 0.005 -0.012 0.007
H -2.00965 0.52515 -4.49370 0.009 -0.004 0.000
H -3.49878 0.86173 -3.60402 -0.012 0.013 0.011
H -3.57943 0.19515 -5.24609 -0.004 -0.002 -0.019
H -4.38006 -2.73229 -3.02561 -0.001 -0.007 0.003
H -4.94116 -1.84388 -4.45492 -0.013 0.004 -0.018
H -4.96965 -1.06709 -2.86391 -0.004 0.009 0.013
H -1.75834 -4.26101 0.89273 -0.025 0.025 0.020
H -0.32503 -4.50013 -0.11449 0.016 0.008 0.006
H -1.20883 -5.89969 0.51077 0.011 -0.018 0.003
H -4.04287 -4.90281 -0.00702 -0.001 0.020 0.005
H -3.49410 -6.51630 -0.49024 0.000 -0.013 0.012
H -4.21131 -5.42633 -1.68905 -0.001 -0.001 -0.008
H -0.57165 -5.27496 -2.50469 0.019 -0.002 -0.006
H -2.16545 -5.74226 -3.12168 -0.008 0.004 -0.012
H -1.35565 -6.74983 -1.91003 -0.004 -0.016 0.009
Cl -2.94166 1.19873 5.24611 0.008 -0.011 -0.012
C -2.02703 2.61963 5.65388 0.037 -0.010 -0.001
C -2.50143 3.44860 6.65436 0.008 0.007 -0.006
C -1.79792 4.59422 6.98384 0.000 -0.002 -0.007
C -0.61087 4.88196 6.32979 -0.008 -0.008 0.003
C -0.13442 4.02496 5.35505 0.010 0.033 -0.020
Cl 1.40294 4.37634 4.62885 0.020 0.024 0.062
C -0.83727 2.87824 4.96260 -0.058 0.013 0.051
N -0.34741 2.02913 3.97976 0.040 -0.109 0.114
C -0.04065 2.52668 2.68533 -0.026 -0.009 -0.162
C -0.77187 3.58592 2.15583 0.001 -0.032 0.008
C -0.46562 4.09996 0.90921 -0.014 0.005 -0.014
C 0.56994 3.54338 0.17353 0.005 -0.033 -0.046
C 1.28917 2.48338 0.70024 -0.109 0.030 0.008
C 1.00875 1.96030 1.95724 -0.059 -0.044 0.047
C 1.85317 0.86436 2.54436 -0.141 -0.170 -0.003
C 1.53320 -0.57736 2.12473 0.180 -0.056 -0.022
O 1.56379 -1.48137 2.92948 0.010 -0.058 0.107
O 1.28079 -0.76827 0.85316 -0.161 0.448 -0.262
H -3.42537 3.19473 7.15405 -0.005 0.002 0.006
H -2.16782 5.25649 7.75368 -0.002 0.003 0.009
H -0.03180 5.75835 6.58381 0.003 0.006 0.005
H -0.73463 1.09583 3.99957 -0.022 0.033 -0.023
H -1.58628 4.00504 2.73417 -0.003 0.007 0.004
H -1.04395 4.92155 0.50803 -0.001 0.012 -0.007
H 0.80704 3.92542 -0.81207 0.005 -0.001 -0.006
H 2.08489 2.03718 0.12220 0.186 -0.086 -0.117
H 1.82090 0.89926 3.63260 0.001 -0.019 -0.042
H 2.88782 1.01612 2.23784 0.161 0.008 -0.084
F -0.34342 0.87388 -1.58443 0.121 0.101 -0.050
C 0.56631 1.20394 -2.52192 -0.054 -0.045 0.056
C 1.80526 0.58509 -2.50001 -0.134 0.062 0.049
C 2.64623 0.95976 -3.52294 -0.160 0.093 0.018
F 3.90217 0.43596 -3.59798 0.113 -0.126 -0.084
C 2.32512 1.88961 -4.49903 -0.051 -0.011 0.020
F 3.19918 2.22345 -5.45534 0.001 -0.004 0.002
C 1.07620 2.48399 -4.46906 -0.009 0.000 0.009
F 0.73859 3.38677 -5.39130 0.010 -0.032 0.030
C 0.18230 2.13802 -3.46730 0.008 0.016 0.008
F -1.02274 2.71407 -3.43086 0.056 0.009 0.010
C 5.78327 1.26489 2.25008 -0.039 -0.006 0.013
N 5.35142 1.72501 0.95190 -0.056 0.013 0.008
C 5.64077 3.08117 0.49698 0.022 0.021 0.012
C 5.04208 3.10670 -0.91910 0.028 -0.014 0.002
N 4.80564 1.69104 -1.16302 0.000 -0.001 0.142
C 4.90081 0.95619 -0.05022 -0.092 0.086 -0.080
S 4.48788 -0.68008 0.08090 -0.057 -0.062 0.025
H 5.41627 1.94579 3.01913 0.000 -0.014 0.000
H 6.87454 1.22349 2.30160 -0.001 0.005 0.008
H 5.38112 0.27004 2.42632 -0.011 0.009 -0.003
H 6.72058 3.25684 0.49539 -0.005 -0.010 -0.006
H 5.17076 3.80856 1.16042 0.039 -0.006 -0.017
H 5.73109 3.52145 -1.65298 -0.028 0.016 0.008
H 4.10751 3.66978 -0.95206 -0.024 -0.004 0.002
H 4.39339 1.30788 -1.99670 0.077 0.000 0.005
```
Forces are in eV/Å.

Summary:
energy = -140807.8290 eV
Kohn-Sham gap (spin up / spin down) = 0.2683 / 0.2389 hartree
E_HOMO (spin up / spin down) = -7.55 / -8.14 eV
net charge = 0
energy relative to the best compared isomer or geometry (same formula, charge and spin) = 0.0 kcal/mol
<S²> = 8.766
multiplicity = 6